{"formula": "C5H6N", "method": "ωB97M-V/def2-TZVPD", "spin_multiplicity": 1, "charge": 1, "orbital_gap_ev": 8.20, "total_energy_ev": -6759.1957, "homo_ev": -13.99, "lumo_ha": -0.2129, "symbols": ["C", "C", "C", "C", "C", "N", "H", "H", "H", "H", "H", "H"], "coordinates": [[-2.3849, 0.0888, 0.0009], [-3.3029, 0.9067, -0.0129], [1.2813, -0.0100, -0.0578], [-0.7967, -1.3721, 0.0264], [2.5135, 0.6613, -0.0170], [0.3157, -0.6475, -0.0731], [-0.9816, -1.8037, 1.0025], [-1.0833, -1.9388, -0.8506], [-4.0981, 1.6039, -0.0185], [2.4549, 1.5234, 0.6538], [2.8016, 1.0145, -1.0114], [3.2806, -0.0267, 0.3576]], "atomic_forces_ev_per_a": [[1.03, -0.90, 0.01], [2.70, -2.41, 0.05], [-2.53, -1.89, -0.09], [-5.94, 1.89, 0.06], [1.24, 0.80, 0.01], [3.74, 2.50, -0.01], [0.13, -0.09, -0.05], [0.18, -0.06, 0.03], [-0.28, 0.25, -0.01], [-0.07, -0.06, 0.00], [-0.10, -0.08, 0.02], [-0.10, 0.04, -0.04]], "nbo_charge": [-0.087, -0.262, 0.719, -0.127, -0.772, -0.252, 0.281, 0.283, 0.262, 0.319, 0.318, 0.317]}